Molecular formula: C9H15NO2
Method: DFT, the ωB97M-V functional and the def2-TZVPD basis

Last column: Löwdin charge in e.
CARTESIAN COORDINATES (ANGSTROEM)
C  0.954  -1.683  -0.830  -0.32
C  -0.605  1.225  0.075  -0.08
C  -1.595  1.101  -0.811  -0.14
C  0.604  0.385  -0.062  -0.49
C  1.091  -0.563  1.056  -0.54
C  1.409  -2.851  -1.648  0.04
C  -2.801  2.008  -1.043  -0.11
C  1.716  1.340  -0.405  -0.02
C  0.047  -0.952  2.127  0.03
N  0.515  -0.537  -1.137  0.16
O  1.402  -1.798  0.481  0.02
O  2.320  -0.123  1.575  -0.01
H  -0.611  2.167  0.765  0.16
H  -1.393  0.246  -1.510  0.11
H  2.398  -2.583  -1.756  0.07
H  0.917  -2.861  -2.613  0.09
H  1.307  -3.794  -1.156  0.08
H  -2.787  2.444  -2.064  0.07
H  -3.732  1.413  -0.998  0.07
H  -2.961  2.950  -0.480  0.07
H  2.704  0.774  -0.670  0.13
H  1.991  1.823  0.497  0.07
H  1.317  1.998  -1.178  0.10
H  0.625  -1.530  2.893  0.10
H  -0.714  -1.608  1.761  0.08
H  -0.363  -0.034  2.534  0.08
H  2.811  -1.047  1.671  0.18

Structure (SMILES): C/C=C/[C@]1(C)N=C(C)O[C@@]1(C)O
LUMO level, eV: 0.80
DFT total energy, eV: -15159.6133
HOMO level, eV: -9.08

***

Molecular formula: C47H114Br6NO29P7
Method: DFT, the ωB97M-V functional and the def2-TZVPD basis

Last column: Löwdin charge in e.
CARTESIAN COORDINATES (ANGSTROEM)
C  -0.385  0.402  -1.631  -0.36
O  -0.919  1.005  -2.533  0.02
N  0.809  0.756  -1.073  -0.20
C  1.575  -0.157  -0.168  -0.04
C  1.479  2.011  -1.378  -0.06
H  -0.672  -0.589  -1.249  0.13
H  2.593  -0.171  -0.558  0.08
H  1.176  -1.167  -0.077  0.09
H  1.815  0.395  0.741  0.08
H  2.168  1.723  -2.173  0.09
H  0.941  2.930  -1.611  0.09
H  2.106  2.311  -0.538  0.08
C  4.068  -1.282  -8.033  -1.53
Br  5.948  -1.288  -7.433  0.53
Br  3.396  -2.946  -8.873  0.52
Br  3.823  0.228  -9.278  0.51
H  3.339  -1.096  -7.244  -0.03
C  -4.548  1.244  3.531  -1.55
Br  -2.956  0.987  4.657  0.54
Br  -5.281  3.051  3.569  0.54
Br  -6.103  0.019  3.786  0.51
H  -4.086  0.969  2.583  -0.04
C  8.826  -4.579  3.929  -0.05
C  8.217  -5.977  3.603  -0.28
O  7.211  -5.608  2.727  -0.21
P  6.913  -6.208  1.246  0.58
O  5.730  -5.774  0.483  -0.22
O  8.421  -5.812  0.567  -0.23
C  8.522  -5.165  -0.683  -0.31
C  8.684  -3.822  -0.235  -0.10
O  7.051  -7.829  1.525  -0.19
C  6.991  -8.706  0.450  -0.33
C  6.626  -10.169  0.447  -0.07
H  9.083  -3.974  3.060  0.07
H  8.210  -4.132  4.710  0.08
H  9.725  -4.927  4.439  0.07
H  8.968  -6.449  2.969  0.10
H  7.926  -6.687  4.377  0.13
H  9.417  -5.625  -1.102  0.12
H  7.682  -5.434  -1.323  0.12
H  7.693  -3.370  -0.277  0.09
H  9.082  -3.615  0.758  0.08
H  9.194  -3.168  -0.943  0.08
H  6.237  -8.158  -0.116  0.10
H  7.972  -8.737  -0.024  0.12
H  7.392  -10.575  1.108  0.08
H  5.644  -10.294  0.901  0.08
H  6.636  -10.716  -0.495  0.09
C  -7.973  -11.284  -5.618  -0.06
C  -8.385  -9.937  -4.895  -0.27
O  -7.355  -9.000  -4.630  -0.16
P  -6.964  -7.844  -5.683  0.51
O  -7.797  -7.748  -6.929  -0.25
O  -5.345  -7.966  -5.926  -0.17
C  -4.868  -8.336  -7.177  -0.32
C  -3.471  -7.782  -7.479  -0.07
O  -7.085  -6.506  -4.827  -0.17
C  -7.400  -5.290  -5.343  -0.32
C  -6.417  -4.822  -6.374  -0.07
H  -8.710  -11.925  -6.101  0.08
H  -7.368  -10.979  -6.472  0.05
H  -7.195  -11.858  -5.116  0.07
H  -9.329  -9.611  -5.330  0.11
H  -8.748  -10.312  -3.938  0.11
H  -4.769  -9.417  -7.273  0.11
H  -5.498  -7.983  -7.994  0.11
H  -2.804  -7.703  -6.621  0.08
H  -2.841  -8.345  -8.167  0.07
H  -3.590  -6.837  -8.010  0.07
H  -8.408  -5.400  -5.742  0.12
H  -7.345  -4.641  -4.469  0.12
H  -6.577  -3.861  -6.862  0.08
H  -5.393  -4.772  -6.003  0.09
H  -6.516  -5.568  -7.162  0.06
C  1.416  -3.773  8.145  -0.07
C  2.733  -3.209  8.622  -0.30
O  2.593  -1.818  8.949  -0.19
P  3.776  -1.164  9.857  0.46
O  4.515  -2.085  10.779  -0.24
O  4.675  -0.446  8.738  -0.19
C  3.972  0.333  7.809  -0.28
C  5.084  0.581  6.759  -0.07
O  2.948  -0.002  10.553  -0.16
C  3.426  0.923  11.467  -0.28
C  4.883  1.467  11.242  -0.06
H  0.711  -3.701  8.974  0.08
H  1.222  -3.266  7.200  0.08
H  1.586  -4.841  8.009  0.08
H  3.249  -3.786  9.389  0.11
H  3.438  -3.365  7.806  0.12
H  3.088  -0.081  7.325  0.12
H  3.774  1.287  8.299  0.11
H  5.981  0.958  7.251  0.08
H  5.425  -0.201  6.081  0.07
H  4.673  1.366  6.123  0.07
H  2.901  1.877  11.427  0.11
H  3.340  0.517  12.475  0.12
H  4.838  2.032  10.311  0.07
H  5.261  2.175  11.979  0.08
H  5.493  0.565  11.292  0.07
C  8.283  6.846  1.602  -0.05
C  7.330  8.053  1.232  -0.27
O  6.118  7.895  1.916  -0.16
P  5.705  9.163  2.738  0.49
O  6.510  9.505  3.947  -0.24
O  5.641  10.346  1.604  -0.20
C  5.637  11.674  2.052  -0.32
C  4.955  12.415  0.980  -0.08
O  4.151  8.878  3.237  -0.19
C  3.052  9.119  2.428  -0.31
C  2.307  7.811  2.528  -0.07
H  8.251  6.613  2.666  0.08
H  7.989  5.963  1.035  0.07
H  9.321  7.069  1.356  0.07
H  7.833  8.989  1.473  0.11
H  7.201  7.970  0.152  0.12
H  5.176  11.818  3.029  0.13
H  6.629  12.101  2.203  0.12
H  5.267  12.208  -0.043  0.09
H  3.895  12.170  1.036  0.08
H  5.093  13.482  1.152  0.08
H  2.437  9.949  2.776  0.12
H  3.408  9.428  1.445  0.11
H  2.850  6.969  2.099  0.08
H  2.097  7.516  3.556  0.08
H  1.398  7.962  1.946  0.08
C  -14.902  3.897  0.137  -0.06
C  -15.209  2.659  -0.754  -0.27
O  -14.802  2.893  -2.078  -0.18
P  -13.546  2.323  -2.935  0.50
O  -13.875  2.275  -4.371  -0.23
O  -12.356  3.281  -2.373  -0.19
C  -11.064  3.267  -2.975  -0.26
C  -10.245  2.169  -2.244  -0.06
O  -13.226  0.880  -2.195  -0.23
C  -14.035  -0.297  -2.289  -0.25
C  -13.631  -1.172  -1.061  -0.07
H  -15.187  3.725  1.175  0.07
H  -13.818  3.953  0.238  0.07
H  -15.283  4.906  -0.018  0.08
H  -14.941  1.704  -0.301  0.10
H  -16.288  2.509  -0.726  0.11
H  -11.209  2.949  -4.008  0.11
H  -10.523  4.211  -2.920  0.12
H  -9.337  1.870  -2.769  0.08
H  -10.158  2.524  -1.217  0.08
H  -10.854  1.268  -2.315  0.05
H  -15.097  -0.104  -2.139  0.11
H  -14.049  -0.807  -3.252  0.12
H  -12.581  -1.429  -0.925  0.07
H  -14.020  -0.727  -0.145  0.07
H  -14.080  -2.164  -1.126  0.07
C  -9.177  -9.308  3.340  -0.06
C  -8.003  -8.778  2.474  -0.25
O  -7.241  -7.948  3.336  -0.22
P  -5.901  -8.347  4.108  0.40
O  -6.034  -9.637  4.874  -0.25
O  -5.789  -7.245  5.167  -0.16
C  -6.439  -7.246  6.378  -0.27
C  -6.451  -5.810  7.098  -0.04
O  -4.832  -8.129  2.965  -0.14
C  -5.099  -7.267  1.902  -0.30
C  -3.824  -6.858  1.137  -0.06
H  -9.595  -10.188  2.851  0.07
H  -8.822  -9.726  4.282  0.07
H  -9.934  -8.533  3.456  0.07
H  -7.410  -9.600  2.074  0.12
H  -8.391  -8.087  1.726  0.12
H  -7.508  -7.425  6.263  0.11
H  -6.093  -8.046  7.034  0.12
H  -5.437  -5.539  7.393  0.06
H  -6.884  -5.020  6.486  0.07
H  -7.036  -6.025  7.993  0.07
H  -5.732  -7.781  1.179  0.11
H  -5.509  -6.304  2.206  0.12
H  -3.154  -7.702  0.975  0.07
H  -3.978  -6.402  0.159  0.08
H  -3.330  -6.306  1.937  0.08
C  10.918  12.098  -9.475  -0.06
C  9.522  11.554  -9.150  -0.28
O  9.625  10.906  -7.883  -0.20
P  8.358  10.993  -6.864  0.49
O  7.115  11.454  -7.444  -0.22
O  8.399  9.554  -6.025  -0.21
C  8.114  8.273  -6.569  -0.27
C  6.945  7.759  -5.767  -0.07
O  8.922  11.980  -5.707  -0.21
C  8.916  13.368  -5.802  -0.26
C  9.828  13.853  -4.610  -0.05
H  11.025  13.013  -8.892  0.07
H  11.666  11.335  -9.260  0.08
H  10.997  12.382  -10.525  0.07
H  8.835  12.385  -8.991  0.10
H  9.058  10.930  -9.914  0.12
H  7.781  8.396  -7.599  0.12
H  9.035  7.722  -6.376  0.12
H  6.359  8.605  -5.408  0.09
H  6.184  7.282  -6.385  0.07
H  7.323  7.052  -5.028  0.08
H  9.298  13.637  -6.787  0.10
H  7.848  13.586  -5.825  0.12
H  10.892  13.633  -4.695  0.08
H  9.952  14.933  -4.527  0.06
H  9.288  13.655  -3.684  0.07

LUMO level, eV: -0.52
DFT total energy, eV: -596741.4644
HOMO level, eV: -9.37

***

Molecular formula: C5H9N6
Method: DFT, the ωB97M-V functional and the def2-TZVPD basis

Last column: Löwdin charge in e.
CARTESIAN COORDINATES (ANGSTROEM)
C  -2.504  -1.645  0.080  -0.05
C  -2.134  0.492  0.055  -0.34
C  -0.918  -0.132  -0.165  0.08
C  -0.038  -2.268  0.079  -0.04
C  1.524  0.363  -0.969  0.00
N  -3.088  -0.482  0.057  0.17
N  1.112  -1.657  0.203  0.11
N  -1.130  -1.476  -0.004  -0.05
N  -2.416  1.785  0.215  0.19
N  1.375  0.338  1.331  0.10
N  0.942  -0.298  0.211  -0.31
H  -2.910  -2.630  -0.072  0.15
H  -0.172  -3.384  0.382  0.19
H  2.569  0.477  -1.172  0.10
H  1.183  -0.302  -1.778  0.11
H  0.977  1.263  -1.151  0.10
H  -1.807  2.336  0.695  0.08
H  -3.129  2.216  -0.252  0.09
H  2.339  0.765  1.290  0.15
H  1.225  -0.185  2.248  0.16

LUMO level (alpha / beta), eV: -4.70 / -4.70
DFT total energy, eV: -14259.8546
HOMO level (alpha / beta), eV: -12.75 / -12.75
Charge: +1

***

Molecular formula: CHCl2NO2
Method: DFT, the ωB97M-V functional and the def2-TZVPD basis

Last column: Löwdin charge in e.
CARTESIAN COORDINATES (ANGSTROEM)
C  0.468  0.244  0.573  -0.92
N  -0.605  -1.351  1.774  -0.30
O  0.081  -2.343  1.754  0.06
O  -1.558  -0.906  2.282  0.10
Cl  2.193  -0.012  1.015  0.52
Cl  -0.325  1.742  1.126  0.53
H  0.217  0.169  -0.472  0.01

LUMO level (alpha / beta), eV: -0.94 / -0.95
DFT total energy, eV: -31677.9804
HOMO level (alpha / beta), eV: -9.66 / -9.40

***

Among the records above, which one has the highest DFT total energy?
C5H9N6

***

Which of these has the lowest DFT total energy?
C47H114Br6NO29P7

***

Repeat the fourth record exactly.
Molecular formula: CHCl2NO2
Method: DFT, the ωB97M-V functional and the def2-TZVPD basis

Last column: Löwdin charge in e.
CARTESIAN COORDINATES (ANGSTROEM)
C  0.468  0.244  0.573  -0.92
N  -0.605  -1.351  1.774  -0.30
O  0.081  -2.343  1.754  0.06
O  -1.558  -0.906  2.282  0.10
Cl  2.193  -0.012  1.015  0.52
Cl  -0.325  1.742  1.126  0.53
H  0.217  0.169  -0.472  0.01

LUMO level (alpha / beta), eV: -0.94 / -0.95
DFT total energy, eV: -31677.9804
HOMO level (alpha / beta), eV: -9.66 / -9.40